Record 1
{
  "formula": "C21H41As3BrMnO2",
  "method": "wB97M-V/def2-TZVPD",
  "s2": 3.957,
  "homo_lumo_gap_ev": [6.03, 4.76],
  "energy_ev": -310386.119,
  "spin_multiplicity": 4,
  "total_charge": 3,
  "elements": ["Mn", "C", "O", "C", "C", "O", "C", "H", "H", "H", "H", "H", "H", "H", "H", "H", "H", "C", "As", "C", "C", "C", "C", "C", "As", "C", "C", "C", "As", "C", "C", "H", "H", "H", "H", "H", "H", "H", "H", "H", "H", "H", "H", "H", "H", "H", "H", "H", "H", "H", "H", "H", "H", "H", "H", "H", "H", "H", "Br", "C", "C", "C", "C", "C", "C", "H", "H", "H", "H"],
  "xyz": [[0.041117, 0.072994, -0.115740], [0.016268, 0.206760, 3.273933], [0.593579, -0.095001, 1.993800], [2.029376, -0.247458, 2.060880], [2.473190, -0.328318, 0.627763], [1.948220, 0.822177, -0.058226], [2.891603, 1.917781, -0.206849], [0.214678, -0.607897, 3.970222], [-1.055012, 0.320237, 3.127001], [0.432859, 1.137658, 3.658978], [2.286790, -1.153664, 2.612742], [2.458486, 0.619220, 2.568185], [2.048824, -1.223609, 0.139169], [3.553473, -0.415906, 0.515128], [3.367032, 2.116014, 0.752270], [2.325969, 2.789679, -0.519720], [3.630131, 1.646864, -0.958289], [-1.232801, -3.477176, -0.670706], [-1.611549, -1.783346, 0.195660], [-1.833448, -2.424296, 2.018009], [-3.473415, -1.477782, -0.364353], [-4.191449, -0.140578, -0.108628], [-5.557441, -0.237135, -0.811955], [-3.479029, 1.067150, -0.754922], [-1.751173, 1.779399, -0.159099], [-1.572770, 3.221512, -1.433897], [-2.142668, 2.789781, 1.454144], [-4.420129, 0.122488, 1.391402], [-5.737071, -1.021778, 2.283942], [-7.517822, -0.315884, 2.128863], [-5.319392, -1.122213, 4.154788], [-2.123788, -4.102892, -0.633420], [-0.432413, -3.967917, -0.118434], [-0.921603, -3.338690, -1.702533], [-2.587650, -3.211341, 2.012866], [-2.124648, -1.633210, 2.706338], [-0.891883, -2.850776, 2.360736], [-4.033778, -2.295555, 0.101274], [-3.495978, -1.676361, -1.436815], [-5.431897, -0.307694, -1.892223], [-6.173177, 0.641301, -0.607198], [-6.106225, -1.131791, -0.502221], [-4.144490, 1.933808, -0.711832], [-3.318935, 0.850842, -1.814406], [-2.420541, 3.894301, -1.310021], [-1.553988, 2.821616, -2.445113], [-0.651780, 3.770727, -1.245715], [-2.992746, 3.440780, 1.252841], [-1.275105, 3.407643, 1.682974], [-2.359102, 2.157458, 2.312090], [-4.849711, 1.119499, 1.544368], [-3.506623, 0.046531, 1.985598], [-7.863237, -0.323664, 1.099547], [-7.460821, 0.707345, 2.510572], [-8.178558, -0.913039, 2.754511], [-4.346963, -1.577613, 4.322860], [-6.090814, -1.700883, 4.659348], [-5.332952, -0.091589, 4.520231], [-0.029723, 0.332746, -6.754158], [-0.114026, 0.278020, -4.893794], [-1.004484, -0.584923, -4.265706], [-1.058668, -0.631604, -2.879890], [-0.215313, 0.167898, -2.111019], [0.650179, 1.056515, -2.751564], [0.708705, 1.104317, -4.136933], [-1.651772, -1.218494, -4.857350], [-1.771508, -1.310785, -2.437577], [1.281793, 1.737942, -2.201458], [1.391099, 1.785656, -4.627274]],
  "atomic_forces_ev_per_a": [[-0.519, 0.171, -0.334], [-0.059, 0.035, -0.065], [0.197, -0.116, -0.184], [-0.068, -0.016, 0.112], [0.066, -0.014, -0.059], [0.129, -0.058, -0.007], [-0.161, 0.012, 0.051], [-0.008, 0.005, 0.014], [0.022, 0.007, 0.009], [0.003, 0.001, 0.012], [-0.014, 0.003, 0.018], [0.013, 0.007, -0.004], [-0.016, 0.012, -0.012], [0.008, 0.091, -0.020], [0.016, 0.021, -0.006], [0.003, 0.007, -0.009], [0.013, 0.005, -0.003], [0.078, 0.070, -0.020], [-0.216, 0.213, 0.040], [0.035, 0.064, 0.010], [0.072, 0.012, 0.041], [-0.032, 0.010, -0.006], [-0.017, -0.003, 0.003], [0.074, -0.068, 0.016], [0.124, -0.275, -0.140], [0.097, -0.055, 0.002], [0.132, -0.096, 0.075], [-0.023, -0.014, -0.028], [-0.054, -0.020, 0.021], [0.024, -0.020, -0.007], [0.005, -0.003, -0.004], [-0.010, 0.011, 0.013], [0.009, -0.006, -0.017], [-0.006, 0.022, -0.014], [0.003, -0.011, 0.011], [-0.006, -0.021, -0.021], [0.002, 0.002, 0.008], [-0.035, -0.004, -0.017], [-0.025, -0.010, 0.010], [0.005, 0.010, -0.001], [0.007, 0.004, -0.008], [0.015, -0.011, -0.001], [-0.014, 0.010, -0.011], [-0.011, -0.007, 0.001], [-0.008, 0.001, 0.007], [0.001, -0.017, 0.009], [0.002, 0.000, 0.001], [-0.009, 0.002, -0.016], [-0.018, 0.019, 0.025], [0.009, -0.003, -0.013], [0.083, 0.036, -0.029], [-0.016, 0.001, -0.012], [0.019, 0.007, -0.009], [-0.088, 0.006, -0.010], [-0.004, 0.009, 0.012], [0.014, 0.015, -0.022], [-0.012, 0.008, -0.002], [0.020, -0.032, 0.081], [0.000, 0.009, -0.124], [0.012, -0.007, 0.070], [-0.055, -0.032, 0.077], [0.025, 0.041, -0.185], [0.117, -0.035, 0.871], [-0.046, 0.016, -0.261], [0.037, 0.039, 0.081], [0.017, -0.001, -0.016], [0.033, -0.029, -0.002], [0.018, -0.026, 0.017], [-0.009, -0.006, -0.020]]
}


Record 2
{
  "formula": "C5H7NO",
  "method": "wB97M-V/def2-TZVPD",
  "homo_lumo_gap_ev": 8.98,
  "smiles": "C=C1C=CON1C",
  "energy_ev": -8832.217,
  "spin_multiplicity": 1,
  "elements": ["C", "C", "C", "C", "O", "N", "C", "H", "H", "H", "H", "H", "H", "H"],
  "xyz": [[1.611011, 1.091102, 0.408903], [0.348016, 0.701368, 0.312575], [-0.863495, 1.457774, -0.089568], [-1.845385, 0.593488, -0.238142], [-1.609595, -0.606374, 0.155438], [-0.251230, -0.741956, 0.595436], [0.440635, -1.816886, -0.130953], [2.366887, 0.421329, 0.855898], [1.727701, 2.098674, 0.232262], [-0.659487, 2.407775, -0.447451], [-2.895826, 0.731919, -0.621765], [-0.189060, -1.972695, -1.066024], [1.526244, -1.579883, -0.269207], [0.293588, -2.785635, 0.302604]],
  "atomic_forces_ev_per_a": [[-0.390, -2.710, 1.102], [-2.688, -2.695, 0.313], [2.548, -1.277, 0.235], [-2.531, 2.285, -1.066], [0.501, -3.610, 0.493], [2.088, 3.238, 0.258], [-1.499, 0.278, -1.727], [-0.287, 0.709, -0.572], [0.948, 1.987, -0.283], [-0.601, 1.774, -0.548], [1.348, -0.035, 0.532], [1.460, 0.511, 0.276], [-1.174, -0.103, -0.082], [0.276, -0.355, 1.069]]
}


Record 3
{
  "formula": "C5HN2O7",
  "method": "wB97M-V/def2-TZVPD",
  "homo_lumo_gap_ev": 8.79,
  "smiles": "O=C1C([O-])=C([N+](=O)[O-])C(=O)[C@@H]1[N+](=O)[O-]",
  "energy_ev": -22509.927,
  "spin_multiplicity": 1,
  "total_charge": -1,
  "elements": ["O", "C", "C", "O", "C", "N", "O", "O", "C", "O", "C", "N", "O", "O", "H"],
  "xyz": [[1.431856, -2.229374, 0.845572], [0.806648, -1.295885, 0.417896], [-0.693619, -1.245903, 0.105675], [-1.351783, -2.225614, -0.162710], [-1.077468, 0.133743, 0.261871], [-2.413345, 0.569015, 0.222347], [-2.631070, 1.769380, 0.150547], [-3.297796, -0.269717, 0.269873], [-0.027526, 1.035147, 0.498593], [0.096168, 2.176745, 0.830178], [1.383588, 0.086495, 0.217398], [1.752267, 0.323900, -1.151683], [2.878718, 0.734643, -1.364260], [0.928455, 0.098050, -2.018068], [2.214907, 0.339380, 0.876772]],
  "atomic_forces_ev_per_a": [[-0.267, 0.047, -0.052], [0.394, -0.108, -0.230], [-0.469, 0.017, 0.051], [0.204, -0.136, 0.032], [0.169, -0.396, 0.088], [-0.419, 0.057, 0.046], [-0.025, 0.357, -0.046], [-0.260, -0.241, 0.002], [1.930, -1.062, -0.237], [-0.006, 0.420, 0.043], [-1.617, 0.984, 1.443], [0.419, 0.034, -0.682], [0.171, 0.156, -0.076], [-0.026, -0.088, -0.144], [-0.196, -0.043, -0.237]]
}


Number 1: strongest force on any atom 0.88 eV/Å. Number 2: strongest force on any atom 3.86 eV/Å. Number 3: strongest force on any atom 2.38 eV/Å.